Here is a 4-piece molecular cluster, C2H12N2O3 overall from the OMol25 dataset. Energies are from ωB97M-V with the def2-TZVPD basis set.

The HOMO-LUMO gap comes out at 9.71 eV. The largest force on an atom is 0.74 eV Å⁻¹. As for the total energy: -11391.4352 eV. As for the spin multiplicity: 1. The relative energy (zero: lowest compared OMol25 entry of this formula, charge and spin) comes out at 7.2 kcal per mole.

Last columns: bonded neighbours and bond lengths (Å).
Positions of all 19 atoms, in Å:
1 O 1.475 2.202 0.216  H14 0.971, H19 0.961
2 O 0.975 -1.985 -0.742  H10 0.963, H16 0.969
3 O 2.205 0.225 -1.758  H11 0.965, H18 0.982
4 N -1.408 -0.701 0.482  C6 1.454, C7 1.364, H17 1.010
5 N -1.119 0.558 2.406  C7 1.267, H9 1.015
6 C -2.059 -0.646 -0.817  N4 1.454, H12 1.087, H13 1.083, H15 1.088
7 C -1.166 0.468 1.143  N4 1.364, N5 1.267, H8 1.092
8 H -0.905 1.313 0.502  C7 1.092
9 H -0.850 1.507 2.642  N5 1.015
10 H 1.290 -2.836 -0.420  O2 0.963
11 H 2.035 0.386 -2.694  O3 0.965
12 H -2.059 -1.639 -1.258  C6 1.087
13 H -1.485 0.020 -1.448  C6 1.083
14 H 1.673 1.603 -0.522  O1 0.971
15 H -3.090 -0.308 -0.743  C6 1.088
16 H 0.640 -1.520 0.039  O2 0.969
17 H -1.617 -1.470 1.102  N4 1.010
18 H 1.831 -0.664 -1.566  O3 0.982
19 H 1.806 1.749 0.997  O1 0.961